(1)
DFT (wB97M-V/def2-TZVPD) results for a structure of composition C30H18AuBF2IN2PS2.

Geometry as XYZ:
```
58
Properties=species:S:1:pos:R:3:forces:R:3:lowdin_charge:R:1
Au 1.689 0.653 -0.011 0.0104 -0.1300 0.0355 0.56
I -0.406 3.507 0.459 0.0302 -0.0478 -0.0301 1.03
C -0.639 2.977 2.463 -0.0297 0.0633 -0.0350 -0.64
C -0.314 3.946 3.371 -0.0207 -0.0102 0.0618 -0.16
C -0.709 3.838 4.719 0.0211 0.0109 -0.0653 -0.06
C -1.515 2.807 5.091 -0.0020 -0.0096 -0.0033 -0.03
C -1.860 1.788 4.170 0.0018 -0.0026 0.0604 -0.16
C -2.771 0.779 4.568 -0.0004 0.0067 -0.0059 -0.02
C -3.132 -0.213 3.711 0.0262 0.0046 -0.0441 -0.05
C -2.473 -0.309 2.472 -0.0569 -0.0221 0.0383 -0.08
C -1.554 0.622 2.048 0.0736 -0.0238 0.0116 -0.28
P -0.490 -0.021 0.692 0.1452 0.0901 -0.0623 0.96
C -1.492 -0.106 -0.818 -0.0495 0.0435 0.1420 -0.43
C -2.625 0.679 -0.970 -0.0396 -0.0228 0.0251 -0.10
C -3.292 0.706 -2.191 -0.0058 0.0207 0.0279 -0.07
C -2.826 -0.050 -3.252 0.0207 -0.0283 -0.0122 -0.07
C -1.692 -0.843 -3.101 -0.0543 -0.0429 0.0289 -0.07
C -1.024 -0.867 -1.892 -0.0060 0.0329 -0.0063 -0.16
C -0.257 -1.773 1.184 -0.0874 -0.0022 -0.1303 -0.35
C -1.042 -2.789 0.640 0.0271 -0.0033 -0.0276 -0.10
C -0.869 -4.104 1.046 -0.0075 0.0073 0.0015 -0.07
C 0.080 -4.418 2.007 -0.0016 -0.0093 0.0079 -0.07
C 0.855 -3.412 2.564 0.0112 0.0002 0.0081 -0.06
C 0.690 -2.100 2.150 -0.0637 0.0327 -0.0076 -0.08
C -1.326 1.791 2.850 0.0459 -0.0156 0.0578 -0.20
H 0.207 4.834 3.038 -0.0007 0.0041 0.0105 0.09
H -0.429 4.610 5.422 0.0027 -0.0050 0.0009 0.11
H -1.913 2.748 6.096 -0.0016 -0.0031 -0.0043 0.12
H -3.186 0.829 5.568 0.0077 -0.0015 -0.0022 0.12
H -3.852 -0.967 3.997 -0.0046 0.0077 -0.0059 0.11
H -2.660 -1.188 1.871 0.0061 -0.0010 -0.0021 0.10
H -2.984 1.278 -0.142 -0.0058 0.0092 -0.0208 0.09
H -4.170 1.327 -2.309 0.0016 -0.0022 0.0060 0.11
H -3.341 -0.022 -4.203 -0.0008 0.0010 0.0012 0.11
H -1.320 -1.427 -3.933 -0.0082 0.0054 0.0154 0.11
H -0.118 -1.454 -1.791 -0.0176 0.0015 -0.0038 0.11
H -1.790 -2.560 -0.107 0.0014 -0.0077 0.0058 0.10
H -1.478 -4.884 0.607 -0.0026 0.0050 -0.0001 0.11
H 0.218 -5.445 2.319 -0.0007 0.0031 -0.0005 0.11
H 1.598 -3.646 3.314 0.0023 0.0062 -0.0043 0.11
H 1.306 -1.332 2.591 0.0253 0.0193 0.0599 0.08
S 3.705 0.061 -1.008 0.0392 0.2696 0.1462 0.64
C 3.342 0.276 -2.720 -0.1957 -0.0165 0.0041 -0.65
C 4.285 -0.190 -3.631 -0.1216 0.0143 0.0073 -0.06
C 3.993 -0.225 -4.987 0.1855 -0.0254 -0.0767 -0.19
C 4.963 -0.766 -5.901 -0.0953 0.0256 0.0436 -0.18
N 5.743 -1.211 -6.618 0.0138 0.0136 0.0092 0.17
C 2.755 0.243 -5.444 -0.1282 -0.0029 -0.1714 -0.19
C 1.838 0.765 -4.545 0.0699 0.0144 0.0482 -0.06
C 2.122 0.810 -3.182 0.2912 0.0646 0.2086 -0.66
S 1.008 1.580 -2.082 -0.1051 -0.2492 -0.4522 0.52
C 2.411 0.183 -6.840 0.1269 0.0265 0.0730 -0.18
N 2.133 0.146 -7.954 -0.0491 -0.0099 0.0143 0.17
H 5.239 -0.565 -3.285 -0.0019 -0.0169 0.0237 0.12
H 0.890 1.138 -4.909 -0.0030 0.0179 0.0248 0.12
F 3.481 -0.286 2.313 -0.0395 -0.0191 -0.0725 0.17
B 2.619 0.605 1.847 -0.0265 -0.0196 0.0176 -0.84
F 2.376 1.647 2.638 0.0467 -0.0714 0.0196 0.16
```
Forces are in eV/Å.

The value obtained for the orbital gap is 6.88 eV. The value obtained for the energy relative to the best compared isomer or geometry (same formula, charge and spin) is 0.000 eV. The value obtained for the total energy is -83249.6667 eV. As for the multiplicity: 1.



(2)
DFT (wB97M-V/def2-TZVPD) results for the molecule C15H13N7O.

Geometry as XYZ:
```
36
Properties=species:S:1:pos:R:3:forces:R:3:lowdin_charge:R:1
C 0.174 -3.103 -1.975 0.0857 2.9827 -0.5115 -0.03
O 1.155 -2.218 -1.363 0.5805 -0.2910 0.0501 -0.16
C 0.930 -1.934 -0.048 0.0210 0.1938 -2.0851 -0.20
C 1.246 -2.965 0.821 -0.9309 -0.2965 -0.6513 0.00
C 0.783 -2.796 2.086 1.4463 -0.2963 1.2827 -0.15
N 0.351 -1.690 2.642 -1.3620 -0.4511 -0.6862 0.13
C 0.030 -0.787 1.729 -0.1905 1.6173 0.9243 -0.23
C 0.327 -0.696 0.391 0.8399 -1.0573 -1.2451 0.03
C -0.069 0.656 -0.088 -0.0423 0.3397 1.4873 -0.04
C 0.068 1.219 -1.400 -0.2024 -3.3316 0.0421 -0.21
C -0.585 2.333 -1.829 -0.5233 1.1721 -1.9340 -0.04
C -0.428 2.708 -3.164 1.0174 -0.6483 1.5409 -0.09
N 0.442 1.984 -3.904 -2.0948 2.4999 -1.6407 0.12
C 0.838 0.815 -3.440 -1.8632 3.3133 1.6005 -0.58
N 1.615 0.073 -4.132 2.6351 -1.3157 -4.6153 0.17
N 0.685 0.354 -2.246 -1.4443 1.4299 3.3454 0.19
C -0.584 1.349 1.008 -1.4141 -0.7613 0.9548 -0.05
C -1.241 2.646 1.374 0.4053 -1.8688 2.6528 0.01
C -1.606 2.884 2.707 -0.1092 -1.3242 -0.6181 -0.07
N -1.393 1.881 3.654 -2.1006 7.3541 -0.3439 0.08
C -0.928 0.807 3.306 0.6623 -4.2543 3.3641 -0.44
N -0.857 -0.032 4.430 2.4989 -2.8526 -1.4408 0.13
N -0.637 0.382 2.062 0.9821 1.3892 0.0315 0.12
H -0.189 -3.820 -1.255 -0.2440 -0.3007 0.0093 0.08
H 0.703 -3.540 -2.833 -0.5284 -0.0079 0.3047 0.09
H -0.594 -2.305 -2.291 0.4350 -1.9231 0.0661 0.12
H 1.634 -3.993 0.577 -0.3848 1.5645 -0.3464 0.15
H 0.918 -3.638 2.688 0.1331 -1.0253 1.5494 0.10
H -1.351 2.877 -1.356 -0.3418 0.3218 1.3209 0.08
H -1.004 3.678 -3.349 1.3067 -1.4756 -1.1779 0.13
H 2.162 0.647 -4.766 0.0712 -0.7085 -0.2211 0.12
H 2.087 -0.452 -3.459 1.5115 -1.5205 0.3735 0.09
H -1.613 3.275 0.658 -0.2426 1.5767 -1.7803 0.04
H -2.184 3.775 3.151 1.1431 -1.3041 -1.3502 0.13
H -0.754 0.414 5.337 -0.2971 0.4184 -0.7403 0.10
H -0.131 -0.788 4.273 -1.4589 0.8417 0.4876 0.08
```
Forces are in eV/Å.

The value obtained for the orbital gap is 7.59 eV. The value obtained for the energy relative to the best compared isomer or geometry (same formula, charge and spin) is 0.409 eV. The value obtained for the total energy is -28241.5000 eV. The structure (SMILES) is COc1ccnc2c1c(-c1ccnc(N)n1)c1ccnc(N)n12. As for the multiplicity: 1.



(3)
DFT (wB97M-V/def2-TZVPD) results for the ion C7H15N3O2 with charge +2.

Geometry as XYZ:
```
27
Properties=species:S:1:pos:R:3:forces:R:3:lowdin_charge:R:1
C 1.886 0.518 -1.371 1.3991 -0.5040 0.1174 0.03
C 1.317 0.484 0.009 -3.8418 0.8883 0.2848 -0.23
C 1.961 0.706 1.345 -1.5609 -2.3827 1.7870 0.02
C -0.294 1.428 0.009 4.6765 -2.4393 0.3012 -0.14
N -0.385 2.699 0.100 -0.1664 -0.2243 -0.0244 0.30
N -1.225 0.547 -0.039 -0.4895 -2.7885 0.1095 -0.04
O -2.581 0.746 0.195 0.1679 -0.5069 1.4006 0.10
C -0.823 -0.911 -0.188 -0.8632 -0.8686 -0.1737 -0.34
C -1.310 -1.678 1.081 1.1630 -1.4426 -0.8809 0.04
C -1.103 -1.554 -1.622 -2.3895 0.1441 3.9699 0.09
N 0.664 -0.932 0.003 0.9542 2.1583 1.0179 -0.05
O 1.375 -1.846 0.202 -1.3767 -0.0459 -0.5069 0.30
H 2.421 1.444 -1.567 0.3937 -0.1469 0.0640 0.12
H 1.025 0.544 -1.996 -0.4273 -0.2881 -1.1299 0.08
H 2.502 -0.429 -1.549 -0.5423 1.5889 0.0692 0.15
H 1.147 0.820 2.149 1.1826 -0.0283 -1.1080 0.14
H 2.604 1.514 1.393 1.1828 1.8638 -0.2020 0.08
H 2.567 -0.173 1.697 -0.4401 0.6136 -0.6604 0.13
H 0.326 3.318 0.415 0.7594 0.4523 -0.0123 0.16
H -1.307 3.015 0.020 -1.6333 1.3633 0.0722 0.14
H -2.801 0.299 1.106 0.6178 1.1880 -2.0503 0.19
H -0.805 -1.091 1.886 -0.4653 -1.3682 0.0822 0.12
H -1.095 -2.823 0.932 0.4156 2.2580 0.7237 0.17
H -2.367 -1.753 1.250 -0.7408 0.6445 -0.2602 0.09
H -2.257 -1.586 -1.571 1.7650 -1.0134 -0.3373 0.15
H -0.495 -2.468 -1.531 -0.8321 0.0216 -1.0747 0.12
H -0.947 -0.837 -2.358 1.0917 0.8631 -1.5788 0.07
```
Forces are in eV/Å.

The value obtained for the orbital gap is 8.41 eV. Its total charge is +2. The value obtained for the energy relative to the best compared isomer or geometry (same formula, charge and spin) is 6.145 eV. The value obtained for the total energy is -16044.1502 eV. The structure (SMILES) is CC1(C)C(=[NH2+])N(O)C(C)(C)[N+]1=O. As for the multiplicity: 1.



(4)
DFT (wB97M-V/def2-TZVPD) results for a cluster of 2 separate species, C18H19F4NO4 in total.

Geometry as XYZ:
```
46
Properties=species:S:1:pos:R:3:forces:R:3:lowdin_charge:R:1
C 0.109 -2.055 -4.060 0.0595 -0.1038 -0.2051 -0.04
O -0.667 -0.886 -3.730 0.2550 -0.0233 0.2267 -0.03
C -0.580 -0.574 -2.428 0.9528 -1.3914 1.1136 -0.42
O 0.075 -1.267 -1.654 -1.0945 1.1318 -1.1076 0.09
C -1.375 0.662 -2.076 0.8231 0.6632 0.3893 -0.20
C -2.838 0.586 -2.519 0.1787 -0.2574 -0.3767 -0.11
C -3.647 1.217 -1.393 -0.4809 0.1561 0.3861 -0.15
C -2.657 1.588 -0.284 0.4292 0.2488 -0.2320 -0.14
N -1.404 0.891 -0.636 -1.5577 -0.5858 0.2754 -0.08
C -0.238 1.313 0.012 2.4408 -0.6684 0.8716 -0.20
C 0.632 0.432 0.640 -1.9070 2.1483 -3.6834 -0.05
C 2.060 0.849 0.754 0.6259 0.0041 -0.0238 -0.18
C 2.241 2.345 1.058 0.1794 -0.3705 -0.0133 -0.18
C 1.565 3.173 -0.019 0.0003 0.0000 -0.3286 -0.20
C 0.087 2.813 -0.085 -0.4872 -0.2978 0.4155 -0.14
H -0.002 -2.163 -5.140 0.0597 -0.0677 0.1823 0.09
H 1.165 -1.908 -3.782 -0.4495 -0.0492 -0.1376 0.10
H -0.280 -2.936 -3.528 0.1423 0.3399 -0.2241 0.10
H -0.867 1.515 -2.598 -0.2263 -0.4317 0.1071 0.17
H -2.931 1.113 -3.471 -0.2072 -0.1297 0.1055 0.12
H -3.136 -0.453 -2.683 0.0681 0.1276 -0.0146 0.12
H -4.181 2.102 -1.748 0.0272 -0.1010 0.1167 0.11
H -4.398 0.525 -1.003 0.0766 0.0266 -0.1667 0.11
H -2.537 2.682 -0.259 0.1339 -0.1098 -0.0252 0.11
H -2.979 1.294 0.721 0.0218 -0.1043 -0.1764 0.12
H 0.349 -0.617 0.570 0.1211 0.3450 -0.0723 0.10
H 2.575 0.229 1.479 0.1098 0.4746 -0.1825 0.07
H 2.540 0.638 -0.225 -0.1486 0.0198 0.3521 0.14
H 1.802 2.579 2.031 0.0010 -0.0482 0.0693 0.12
H 3.309 2.572 1.112 -0.0539 0.0202 0.0239 0.11
H 1.683 4.255 0.144 -0.0217 -0.3099 0.0502 0.11
H 2.029 2.956 -0.993 -0.0244 -0.0029 0.1929 0.12
H -0.361 3.220 -0.999 -0.0397 -0.0383 0.1181 0.11
H -0.428 3.275 0.768 -0.0128 0.2561 -0.1844 0.12
O 1.487 -5.190 3.877 -0.3127 2.3822 -1.2826 0.16
C 1.321 -4.078 3.355 0.1533 -2.2143 1.0222 -0.25
C 0.013 -3.515 3.050 -1.7318 0.5726 -0.3283 -0.10
F -1.011 -4.361 3.252 0.4617 0.8101 -0.2513 0.13
C -0.175 -2.219 2.671 -1.7424 -0.8816 0.4388 -0.09
F -1.411 -1.704 2.523 0.8924 -0.7047 0.0262 0.13
C 0.887 -1.208 2.663 -0.5930 1.7851 2.1584 -0.27
O 0.629 -0.007 2.862 0.7929 -2.9815 0.0961 0.13
C 2.205 -1.838 2.746 2.4573 -0.3749 0.7688 -0.07
F 3.310 -1.035 2.768 -1.0642 -0.9586 -0.0100 0.09
C 2.399 -3.151 3.060 1.4573 1.0814 -0.5025 -0.10
F 3.635 -3.656 3.195 -0.7657 0.6132 0.0225 0.14
```
Forces are in eV/Å.

The value obtained for the orbital gap is 5.50 eV. The value obtained for the energy relative to the best compared isomer or geometry (same formula, charge and spin) is 0.622 eV. The value obtained for the total energy is -39520.1105 eV. The structure (SMILES) is COC(=O)[C@H]1CCCN1C1=CCCCC1.O=C1C(F)=C(F)C(=O)C(F)=C1F. As for the multiplicity: 1.